# C4H12N2

A cluster of 2 separate species, C4H12N2 in total (the ωB97M-V functional and the def2-TZVPD basis, OMol25).

Each line ends with the Löwdin charge.
Geometry (Å):
C (2.3376, 1.7571, -0.0545)  -0.10
C (2.2261, 1.7783, 1.4428)  -0.24
C (1.1719, 1.2433, 2.0612)  -0.05
H (2.9061, 2.4979, -0.5659)  0.06
H (2.8992, 0.8159, -0.1046)  0.08
H (1.3827, 1.6133, -0.5151)  0.06
H (3.0660, 1.9337, 2.0764)  0.08
H (0.7325, 1.5827, 3.0285)  0.06
H (0.2519, 0.7584, 1.6012)  0.06
N (-0.9605, -2.5685, -0.6379)  -0.02
C (-1.6529, -1.2858, -0.6978)  -0.42
N (-2.8417, -1.2162, -1.5562)  -0.01
H (-1.6210, -3.2641, -1.0366)  0.07
H (-0.3219, -2.2846, -1.3837)  0.05
H (-2.0116, -1.1146, 0.3574)  0.10
H (-0.9924, -0.3808, -0.8015)  0.11
H (-3.6784, -1.4935, -1.0810)  0.05
H (-2.8936, -0.3726, -2.1324)  0.06

Summary:
**Gap between HOMO and LUMO**: 10.03 eV
**Charge**: 0
**SMILES**: C=CC.NCN
**Total energy**: -269.014650 hartree
**Lowest unoccupied orbital energy**: 0.94 eV
**Maximum force**: 4.30 eV Å⁻¹
**Multiplicity**: 1